One molecule with the formula C4H10N2S at a distorted geometry, computed with ωB97M-V/def2-TZVPD.

Each line ends with the Löwdin charge.
CARTESIAN COORDINATES (ANGSTROEM)
C1 1.19 0.05 -0.47  -0.244
C2 -0.29 -0.03 -0.35  -0.572
C3 -0.90 1.35 -0.06  -0.105
C4 -1.06 0.24 0.95  -0.459
H1 1.84 -1.93 -0.84  0.085
H2 1.49 -1.71 0.75  0.083
H3 1.67 0.82 0.09  0.092
H4 1.40 0.05 -1.62  0.148
H5 -0.60 -1.82 -1.14  0.088
H6 -0.65 -0.60 -2.08  0.062
H7 -0.36 2.20 0.27  0.080
H8 -1.68 1.45 -0.84  0.117
H9 -2.01 -0.23 1.00  0.079
H10 -0.79 1.68 2.96  -0.174
N1 1.96 -1.18 -0.05  -0.043
N2 -1.06 -0.90 -1.22  0.091
S1 -0.16 0.55 2.65  0.671

Values from the calculation:
SMILES: NC[C@]1(N)C[C@@H]1S
Energy above the lowest of the compared OMol25 structures with the same formula, charge and spin in kJ/mol: 200.8
HOMO level in eV: -9.2
Gap between HOMO and LUMO in Ha: 0.3680
Electronic energy in eV: -18123.5039
Largest force on an atom in Eh/bohr: 0.07165
Net charge: 0